No. 1
This record from the OMol25 dataset describes an isolated molecule of C3H6N2O2. The level of theory is ωB97M-V/def2-TZVPD.

As for the total energy: -377.814945 a.u. The value obtained for the HOMO-LUMO gap is 10.11 eV. Its HOMO energy is -0.35370 Eh.

Structure (XYZ):
```
13
Properties=species:S:1:pos:R:3:forces:R:3:nbo_charge:R:1
C 0.0170 -1.2290 -1.6215 -0.1 -0.1 -0.1 -0.2628
O 0.7957 -0.2912 -0.8556 0.0 0.0 0.1 -0.5656
C -0.0677 0.6551 0.0626 -0.2 0.2 0.0 0.6963
N -0.8500 1.5228 -0.3739 0.3 -0.3 0.1 -0.7306
N 0.3778 0.1201 1.1948 0.0 0.1 0.1 -0.7560
C 0.0794 0.6909 2.4171 0.1 -0.1 0.3 0.5367
O 0.4886 0.2706 3.4736 -0.1 0.1 -0.4 -0.5569
H 0.7166 -1.9035 -2.1158 -0.1 0.1 0.1 0.2103
H -0.5508 -0.6693 -2.3671 0.1 -0.1 0.1 0.2014
H -0.6601 -1.7792 -0.9606 0.1 0.1 -0.1 0.2009
H -0.8412 1.6753 -1.3753 0.0 0.0 0.1 0.3755
H 1.0726 -0.6418 0.1761 0.0 0.0 -0.2 0.5382
H -0.5779 1.5792 2.3457 0.1 -0.1 0.0 0.1127
```
Forces are in eV/Å.

No. 2
This record from the OMol25 dataset describes a cluster of 11 separate species, C46H87Cl20NPS4 in total. The level of theory is ωB97M-V/def2-TZVPD.

As for the total energy: -12997.431354 a.u. The value obtained for the HOMO-LUMO gap is 8.01 eV. Its total charge is +1. Its HOMO energy is -0.40052 Eh.

Structure (XYZ):
```
159
Properties=species:S:1:pos:R:3:forces:R:3:lowdin_charge:R:1
C -2.7582 -3.4009 5.8653 -0.4 0.3 0.1 -0.1219
C -4.1621 -3.0531 5.3309 0.2 0.3 0.1 -0.2520
C -4.2623 -1.6244 4.7802 -0.3 -0.2 -0.5 -0.2161
C -3.7917 -1.5661 3.3089 0.1 0.3 0.3 -0.2162
C -4.9565 -1.4464 2.3275 0.4 -0.7 0.0 -0.2037
C -4.5481 -1.7511 0.8791 -0.6 0.2 -0.2 -0.2136
C -4.3082 -0.5111 0.0209 0.8 -0.4 -0.1 -0.1672
C -3.9985 -0.9025 -1.4428 -0.3 0.8 0.8 -0.2130
N -2.8235 -0.1629 -1.9471 -0.8 -0.9 -1.2 -0.1770
C -3.1419 1.2556 -2.2666 0.5 0.6 0.4 -0.1604
C -2.5092 2.2856 -1.3121 0.0 -0.1 -0.4 -0.1609
C -1.3235 3.0436 -1.9158 0.2 0.4 0.4 -0.2261
C -1.7044 4.3619 -2.5853 -0.1 -0.4 -0.4 -0.2039
C -0.5128 5.1887 -3.0739 -0.4 0.3 0.1 -0.2292
C 0.5553 5.5047 -2.0266 0.0 -0.4 0.2 -0.2170
C 1.6929 4.4823 -1.8410 0.4 0.3 -0.1 -0.2511
C 2.2671 3.8884 -3.1385 -0.1 -0.4 0.3 -0.1034
C -2.0699 -0.8018 -2.9000 0.5 0.4 0.2 -0.9711
S -0.5978 -0.1815 -3.3773 -0.2 0.1 -0.2 0.7303
S -2.7602 -2.2379 -3.6269 -0.4 0.1 -0.1 0.9240
C -1.6333 -2.6135 -4.9695 0.4 -0.2 -0.1 -0.4696
C -0.2807 -3.1763 -4.4764 -0.3 0.0 -0.2 -0.3230
C 0.8726 -2.5917 -5.2768 -0.7 0.3 -0.1 -0.4067
S 2.4830 -2.6782 -4.4445 0.4 -0.3 -0.2 0.9253
P 2.9222 -0.5718 -4.0381 -0.2 0.9 -0.9 0.1918
S 2.7012 0.4773 -5.6213 0.0 -0.1 0.1 0.2339
C 2.3452 -3.4830 -2.8817 -0.2 0.0 0.2 -0.4741
C 3.0792 -4.6543 -2.7543 0.2 0.1 -0.3 -0.0915
C 3.0554 -5.3347 -1.5543 0.0 -0.1 0.2 -0.0707
C 2.3027 -4.8420 -0.4969 0.1 -0.2 -0.1 -0.0530
C 1.5656 -3.6768 -0.6390 -0.1 -0.1 0.4 -0.0526
C 1.5844 -2.9810 -1.8277 0.0 0.3 -0.1 -0.0980
H -2.1807 -2.4812 5.9776 0.2 -0.1 -0.1 0.0688
H -2.8393 -3.8421 6.8573 0.2 -0.2 -0.2 -0.0142
H -2.2375 -4.0921 5.2065 0.2 0.0 0.1 0.0457
H -4.9097 -3.1888 6.1128 0.0 -0.1 0.1 0.0980
H -4.4249 -3.7290 4.5126 -0.1 -0.1 0.1 0.0995
H -3.7052 -0.9179 5.3951 0.0 -0.1 0.1 0.1026
H -5.3143 -1.3278 4.8042 0.0 0.2 0.1 0.1020
H -3.2623 -2.4974 3.1040 0.1 0.0 -0.2 0.0787
H -3.0707 -0.7584 3.1546 0.0 0.0 -0.1 0.1114
H -5.6844 -2.2051 2.6309 -0.2 0.2 0.0 0.1121
H -5.4323 -0.4690 2.4197 -0.1 0.0 -0.1 0.1154
H -3.6458 -2.3684 0.8580 0.0 0.0 0.1 0.0934
H -5.3381 -2.3486 0.4095 0.0 0.0 0.0 0.1154
H -5.1498 0.1773 0.0774 0.0 0.1 0.0 0.1177
H -3.4106 -0.0229 0.4089 -0.2 0.3 0.1 0.1101
H -4.8750 -0.6433 -2.0423 0.0 -0.4 -0.3 0.1249
H -3.8087 -1.9711 -1.4611 0.1 -0.1 -0.1 0.0510
H -4.2263 1.3690 -2.2670 0.0 -0.3 0.1 0.1223
H -2.8150 1.4617 -3.2863 0.0 0.0 0.0 0.1070
H -2.2032 1.7778 -0.3993 -0.1 0.0 0.0 0.1029
H -3.2789 3.0140 -1.0476 0.0 0.0 0.2 0.1105
H -0.6215 3.2653 -1.1100 0.0 0.0 0.0 0.0948
H -0.7793 2.4295 -2.6341 0.0 -0.1 0.1 0.0540
H -2.3086 4.1244 -3.4702 -0.1 0.1 0.1 0.1141
H -2.3572 4.9391 -1.9233 0.2 0.1 0.1 0.1108
H -0.9122 6.1489 -3.4080 0.1 -0.2 -0.2 0.0273
H -0.0995 4.7107 -3.9634 0.2 0.0 0.1 0.1031
H 0.0586 5.6195 -1.0555 0.0 0.1 0.0 0.1092
H 1.0053 6.4757 -2.2420 0.0 0.0 -0.2 0.0828
H 1.4130 3.6808 -1.1578 -0.1 0.0 -0.1 0.0835
H 2.5094 5.0084 -1.3393 -0.1 0.0 0.1 0.0988
H 1.9971 4.4633 -4.0216 0.1 0.1 0.0 0.0686
H 1.8984 2.8689 -3.2833 -0.1 0.0 -0.2 0.0417
H 3.3531 3.8161 -3.0852 0.0 0.1 -0.1 0.0662
H -2.1446 -3.3692 -5.5670 -0.2 0.0 0.1 0.0858
H -1.5285 -1.7303 -5.5979 0.1 0.1 0.1 0.0740
H -0.2962 -4.2631 -4.5603 0.1 0.0 0.1 0.1207
H -0.1896 -2.9249 -3.4280 0.1 -0.1 0.0 0.0283
H 0.6955 -1.5291 -5.4598 0.1 0.1 0.1 0.0109
H 0.9697 -3.0623 -6.2541 0.3 -0.2 0.1 0.1018
H 2.0843 -0.2475 -2.9623 0.2 -0.2 0.3 -0.0698
H 4.2430 -0.7015 -3.5960 -0.1 -0.3 0.4 -0.0186
H 3.6824 -5.0144 -3.5782 0.0 0.0 0.0 0.0325
H 3.6386 -6.2368 -1.4201 0.0 0.1 -0.2 0.0525
H 2.3030 -5.3766 0.4434 -0.1 0.0 0.0 0.0939
H 0.9737 -3.3243 0.1944 0.0 0.1 0.0 0.1038
H 1.0166 -2.0636 -1.9235 0.0 0.0 -0.1 0.0717
Cl -2.3340 -4.6525 -1.7100 0.0 -0.2 0.2 0.5614
C -2.3747 -6.0845 -0.6346 0.0 -0.1 -0.1 -0.6322
C -2.8016 -5.7365 0.7659 0.0 0.0 0.0 -0.6414
Cl -1.5605 -4.7616 1.5985 0.0 0.1 0.1 0.5530
H -1.3841 -6.5322 -0.6351 0.0 0.1 0.0 0.0663
H -3.0768 -6.7875 -1.0788 -0.1 0.0 0.0 0.0767
H -2.9292 -6.6486 1.3457 0.0 0.0 0.0 0.0783
H -3.7354 -5.1790 0.7775 0.0 0.1 0.0 0.0665
Cl 1.7883 8.7132 -4.8181 0.0 0.0 0.0 0.5407
C 0.9045 10.1024 -4.1189 0.0 0.1 0.0 -0.6614
C 0.2698 9.7480 -2.8047 -0.1 0.0 0.1 -0.6800
Cl -1.0718 8.5767 -2.9999 0.0 0.0 0.1 0.6013
H 0.1681 10.4274 -4.8468 0.0 -0.1 0.0 0.0388
H 1.6296 10.8993 -3.9642 0.0 0.0 0.0 0.0440
H -0.1610 10.6255 -2.3280 0.1 -0.1 -0.3 -0.0390
H 0.9964 9.3051 -2.1272 0.0 0.0 0.0 0.0675
Cl -2.3178 11.5558 -4.0461 -0.1 0.2 -0.1 0.5775
C -3.4884 11.1406 -2.7666 0.0 -0.1 0.1 -0.6749
C -4.5243 12.2155 -2.5739 -0.1 0.0 0.0 -0.6566
Cl -3.8223 13.7035 -1.8866 0.0 0.0 0.0 0.5370
H -2.9312 10.9623 -1.8517 0.0 0.0 0.0 0.0054
H -3.9676 10.2107 -3.0678 0.0 0.0 0.0 0.0726
H -5.2802 11.8657 -1.8729 0.0 0.0 0.0 0.0732
H -5.0073 12.4774 -3.5116 0.0 0.0 0.0 0.0678
Cl 3.1819 12.5050 -1.9706 0.0 0.0 0.0 0.5580
C 2.1147 13.7876 -1.3358 0.0 0.1 0.0 -0.6436
C 1.3906 13.3505 -0.0912 0.0 0.1 0.1 -0.6278
Cl 0.1867 12.0778 -0.4320 0.0 0.2 0.2 0.6125
H 1.4203 14.0667 -2.1239 0.0 -0.1 0.0 0.0722
H 2.7469 14.6429 -1.1053 0.0 0.0 0.0 0.0753
H 0.8478 14.1919 0.3353 0.0 0.0 0.0 0.0778
H 2.0782 12.9628 0.6556 0.0 -0.1 0.0 0.0714
Cl -2.6003 -7.0107 6.4095 0.0 0.0 0.0 0.5490
C -2.3931 -7.3288 8.1559 0.1 0.0 0.0 -0.6754
C -3.5541 -6.8251 8.9685 -0.1 0.0 0.1 -0.6488
Cl -3.6439 -5.0403 9.0192 0.0 -0.1 0.0 0.5655
H -1.4646 -6.8680 8.4819 -0.1 0.0 -0.2 -0.0121
H -2.3111 -8.4085 8.2694 0.0 0.0 0.0 0.0775
H -3.4456 -7.1569 9.9999 0.0 0.0 0.0 0.0676
H -4.5009 -7.1913 8.5806 0.0 0.1 0.0 0.0683
Cl 6.3584 -8.5747 -1.8399 0.0 0.0 0.0 0.5369
C 6.1573 -9.2553 -0.2025 0.1 0.0 0.0 -0.6439
C 4.7964 -8.9658 0.3714 0.0 -0.1 0.1 -0.6078
Cl 4.5789 -7.2253 0.7335 0.0 -0.1 0.1 0.6094
H 6.9502 -8.8560 0.4258 0.0 0.0 0.0 0.0353
H 6.2916 -10.3320 -0.2852 0.0 0.0 0.0 0.0816
H 4.6752 -9.4966 1.3141 0.0 0.0 0.0 0.0749
H 3.9992 -9.2637 -0.3042 0.0 0.1 0.0 0.0721
Cl 2.4119 -6.4655 8.5698 0.0 0.0 0.0 0.5380
C 1.5530 -5.0282 9.1812 0.0 0.1 0.0 -0.6619
C 1.0330 -5.2258 10.5813 0.0 0.1 0.0 -0.6349
Cl -0.2809 -6.4313 10.6394 0.1 0.0 0.2 0.5913
H 0.7454 -4.8043 8.4884 0.0 0.0 0.0 0.0660
H 2.2620 -4.2024 9.1723 0.0 0.0 0.0 0.0732
H 0.6209 -4.2888 10.9513 0.0 0.0 0.0 0.0763
H 1.8152 -5.5575 11.2584 0.0 -0.1 0.0 0.0700
Cl -1.0733 9.7368 3.5696 0.0 0.0 0.0 0.5437
C -1.6104 8.5087 2.3959 0.0 -0.1 0.0 -0.6634
C -1.7214 9.0653 1.0011 0.0 -0.1 -0.1 -0.6651
Cl -3.0525 10.2455 0.8510 0.0 0.0 0.0 0.5619
H -2.5614 8.1113 2.7409 0.0 0.0 0.0 0.0672
H -0.8702 7.7103 2.4073 0.0 0.0 0.0 0.0718
H -1.9294 8.2603 0.2975 0.0 0.0 0.0 0.0628
H -0.8030 9.5636 0.6994 0.0 0.1 0.0 0.0322
Cl 5.7672 -3.7643 -5.9884 0.0 0.0 0.0 0.5354
C 5.8951 -5.3382 -6.8229 0.0 0.0 -0.1 -0.6415
C 4.8349 -6.3038 -6.3629 0.0 -0.1 0.0 -0.6371
Cl 5.0881 -6.8144 -4.6717 0.0 -0.1 0.0 0.5719
H 6.8931 -5.7283 -6.6444 0.0 0.0 0.1 0.0735
H 5.7784 -5.1445 -7.8873 0.0 0.0 0.0 0.0776
H 4.8640 -7.2037 -6.9740 0.0 0.0 0.0 0.0782
H 3.8418 -5.8663 -6.4359 0.0 0.0 0.0 0.0644
Cl 8.9895 -8.1368 2.5121 0.0 0.0 0.0 0.5498
C 7.6648 -7.0173 2.9288 0.0 0.1 0.0 -0.6698
C 7.1856 -7.1936 4.3447 0.0 0.0 0.0 -0.6532
Cl 6.3639 -8.7609 4.5705 0.0 0.0 0.0 0.5355
H 6.8560 -7.1848 2.2250 0.0 0.0 0.0 -0.0027
H 8.0460 -6.0071 2.7888 0.0 0.0 0.0 0.0767
H 6.4616 -6.4164 4.5829 0.0 0.0 0.0 0.0736
H 8.0060 -7.1390 5.0552 0.0 -0.1 0.0 0.0701
```
Forces are in eV/Å.

No. 3
This record from the OMol25 dataset describes the ion C5H8NS with charge +1. The level of theory is ωB97M-V/def2-TZVPD.

The SMILES is C[C@@H]1[C@H]2SC=C[N@@H+]12. As for the total energy: -647.904967 a.u. The value obtained for the HOMO-LUMO gap is 10.13 eV. Its total charge is +1. Its HOMO energy is -0.48936 Eh.

Structure (XYZ):
```
15
Properties=species:S:1:pos:R:3:forces:R:3:nbo_charge:R:1
C 1.7352 0.1641 0.6660 -2.3 -2.4 -0.6 -0.0886
C 1.8981 1.4393 0.5541 0.1 3.3 0.5 -0.2968
C -0.8059 -0.1223 0.2500 -0.5 2.5 -1.3 -0.0245
C -0.0245 0.7120 -0.9734 -2.2 -0.8 1.0 -0.2131
C -1.8698 -1.1079 -0.1140 1.3 -0.5 -2.1 -0.6436
N 0.5638 -0.3536 -0.2294 1.9 2.8 3.9 -0.3808
S 0.7577 2.2851 -0.6020 0.9 -1.0 0.6 0.3797
H 1.9737 -0.6825 1.2953 0.9 0.6 0.3 0.2582
H 2.5405 2.1172 1.2142 -0.8 -1.3 -1.2 0.3028
H -1.0406 0.4119 1.2083 1.4 -0.3 -1.0 0.2684
H -0.3204 0.4665 -2.0025 0.1 0.3 0.5 0.2732
H -2.5998 -0.6691 -0.8120 0.2 -0.2 0.4 0.2559
H -2.3656 -1.5449 0.7221 -0.2 -0.2 0.7 0.2571
H -1.3143 -1.9023 -0.6691 -0.9 0.1 0.2 0.2129
H 0.8719 -1.2135 -0.5076 0.2 -3.0 -1.9 0.4392
```
Forces are in eV/Å.

No. 4
This record from the OMol25 dataset describes a cluster of 8 separate species, C28H36N8 in total. The level of theory is ωB97M-V/def2-TZVPD.

The SMILES is c1cc[nH]c1.c1cc[nH]c1.c1cc[nH]c1.c1cc[nH]c1.c1cc[nH]c1.c1cc[nH]c1.CC#N.CC#N. As for the total energy: -1526.522176 a.u. The value obtained for the HOMO-LUMO gap is 8.19 eV. Its HOMO energy is -0.29012 Eh.

Structure (XYZ):
```
72
Properties=species:S:1:pos:R:3:forces:R:3:lowdin_charge:R:1
C 27.4111 20.0670 -21.9917 0.9 0.2 0.1 -0.0380
C 28.0109 21.3285 -21.5767 -0.1 0.2 -0.2 -0.2373
N 28.4598 22.3332 -21.2472 0.0 0.0 0.1 0.1723
H 27.8191 19.8065 -22.9701 -0.3 0.1 -0.1 0.0815
H 26.3273 20.1380 -21.9619 0.0 -0.2 0.0 0.0586
H 27.8275 19.3353 -21.3003 -0.4 -0.2 0.1 0.0542
C 28.4136 25.7527 -19.7759 0.1 0.0 -0.2 -0.0690
C 29.7068 26.2920 -20.1863 -0.1 0.0 0.0 -0.2860
N 30.7316 26.6840 -20.5204 0.0 0.1 0.0 0.1430
H 27.6704 25.9364 -20.5504 0.0 0.1 0.0 0.0900
H 28.0965 26.2106 -18.8426 -0.1 -0.1 0.0 0.0813
H 28.5125 24.6735 -19.6789 0.0 0.0 0.1 0.0437
N 29.4674 17.3591 -23.2883 -0.1 0.3 -0.1 0.0066
C 29.9311 17.8819 -22.1149 -0.1 -0.1 0.2 -0.1662
C 30.6566 19.0078 -22.4015 0.2 -0.2 -0.2 -0.1034
C 30.6272 19.1724 -23.8194 -0.1 0.0 0.2 -0.1042
C 29.8707 18.1498 -24.3311 0.1 -0.2 -0.1 -0.1416
H 28.8655 16.5631 -23.3801 0.0 -0.1 0.0 0.1400
H 29.6404 17.4373 -21.1767 0.2 0.0 0.0 0.0987
H 31.2205 19.5897 -21.6916 -0.2 0.1 0.0 0.0985
H 31.1030 19.9549 -24.3860 0.0 0.0 0.0 0.0882
H 29.6352 17.8577 -25.3413 0.0 0.2 0.0 0.1067
N 29.6755 20.9594 -17.8177 0.3 -0.1 0.3 0.0185
C 28.5968 20.2761 -18.2901 -0.1 -0.4 -0.4 -0.1421
C 29.0267 19.0152 -18.6403 -0.3 0.4 0.3 -0.1293
C 30.4063 18.9390 -18.3305 -0.1 -0.4 -0.1 -0.1147
C 30.7831 20.1476 -17.8125 0.0 0.1 -0.3 -0.1265
H 29.6725 21.8934 -17.4525 -0.1 0.0 -0.1 0.1424
H 27.6230 20.7255 -18.3890 0.0 0.1 0.1 0.0932
H 28.4037 18.2309 -19.0359 0.0 0.0 0.0 0.0665
H 30.9919 18.0478 -18.4903 0.3 0.2 0.1 0.0927
H 31.7466 20.5244 -17.5167 0.0 0.0 0.1 0.1070
N 24.3199 22.1624 -25.8845 -0.3 0.2 -0.1 -0.0009
C 25.1927 21.5063 -25.0707 -0.1 -0.2 0.1 -0.1317
C 24.5319 20.4148 -24.5430 0.7 0.2 -0.4 -0.1192
C 23.2291 20.4284 -25.0788 -0.8 0.1 -0.2 -0.1204
C 23.1060 21.5255 -25.8968 0.5 -0.2 0.2 -0.1319
H 24.5237 23.0253 -26.3547 0.0 0.0 0.0 0.1447
H 26.1997 21.8727 -24.9601 0.0 -0.1 0.1 0.1066
H 24.9786 19.6428 -23.9421 0.0 0.1 0.2 0.0594
H 22.4210 19.7358 -24.8990 0.1 -0.1 0.1 0.0909
H 22.2796 21.8756 -26.4885 0.0 0.1 0.0 0.1042
N 25.6062 17.3334 -20.9345 -0.9 0.1 -0.3 0.0166
C 24.6761 17.7219 -21.8778 0.7 0.2 -0.3 -0.1458
C 24.0285 18.8389 -21.4115 0.1 -0.3 0.4 -0.1118
C 24.5435 19.1024 -20.0969 -0.6 -0.2 -0.6 -0.0976
C 25.4610 18.1316 -19.8436 1.1 0.3 0.7 -0.1643
H 26.2186 16.5466 -21.0255 0.0 -0.1 0.1 0.1392
H 24.7094 17.2602 -22.8523 -0.3 0.0 0.0 0.1073
H 23.2678 19.3885 -21.9387 0.0 0.0 0.0 0.0910
H 24.2536 19.8879 -19.4193 0.0 0.0 0.0 0.0889
H 26.1409 18.0585 -19.0078 -0.2 -0.2 0.1 0.1006
N 26.2361 22.8294 -19.2171 0.0 0.5 0.2 0.0067
C 25.0590 22.7211 -19.9006 -0.2 -0.3 0.0 -0.1489
C 24.0306 23.0058 -19.0338 0.5 -0.2 -0.1 -0.1085
C 24.6238 23.3381 -17.7757 -0.8 -0.1 -0.6 -0.1066
C 25.9748 23.2398 -17.9380 0.2 0.0 0.4 -0.1602
H 27.1540 22.8114 -19.6372 -0.1 -0.2 -0.1 0.0588
H 25.0367 22.3813 -20.9236 0.0 0.1 0.0 0.1053
H 22.9849 22.9241 -19.2787 0.0 0.1 0.1 0.0898
H 24.0315 23.6062 -16.9176 0.4 0.1 0.3 0.0890
H 26.7685 23.4357 -17.2343 0.0 0.0 -0.1 0.1027
N 30.9450 25.1675 -25.1488 0.2 -0.2 -0.3 -0.0106
C 30.7423 23.8180 -25.2221 -0.1 -0.2 0.3 -0.1468
C 30.4269 23.3824 -23.9548 0.0 0.0 -0.3 -0.1186
C 30.4273 24.5133 -23.1021 0.3 0.2 -0.2 -0.1199
C 30.7879 25.6027 -23.8642 -0.1 -0.1 0.1 -0.1353
H 31.2372 25.7220 -25.9310 0.0 0.2 0.1 0.1400
H 30.8190 23.2897 -26.1573 0.1 0.0 0.0 0.0993
H 30.2505 22.3645 -23.6487 -0.1 0.0 -0.1 0.0646
H 30.2164 24.5011 -22.0506 0.1 0.0 0.1 0.0478
H 30.9885 26.6333 -23.6267 -0.2 0.0 0.2 0.1004
```
Forces are in eV/Å.

Number 1: strongest force on any atom 0.45 eV Å⁻¹, LUMO 0.0178 hartree. Number 2: strongest force on any atom 1.75 eV Å⁻¹, LUMO -0.1063 hartree. Number 3: strongest force on any atom 5.17 eV Å⁻¹, LUMO -0.1171 hartree. Number 4: strongest force on any atom 1.38 eV Å⁻¹, LUMO 0.0108 hartree.